A.
The following is a quantum chemistry calculation of 2 unconnected molecules or ions with the total composition C3H10NO2, from OMol25.

```
! RIJCOSX wB97M-V def2-TZVPD def2/J DEFGRID3
* xyz -1 1
C 0.257 0.981 0.980
N -0.678 0.567 -0.052
C -0.463 0.886 -1.476
O -0.056 -0.187 -2.202
C 0.580 -0.188 1.943
H -0.222 1.802 1.534
H 1.154 1.413 0.517
H -0.930 -0.405 -0.002
H -1.430 1.291 -1.831
H 0.285 1.703 -1.545
H 0.127 -0.005 2.918
H 0.200 -1.085 1.460
H 1.655 -0.356 2.038
H 0.499 -2.527 -1.243
H -0.519 -1.485 -1.803
O -0.460 -2.407 -1.238
*
```

## Properties
Orbital gap: 7.45 eV
LUMO: 4.22 eV

Here are the Löwdin charges for atoms 1 to 6, given in e:
1 C -0.31
2 N -0.09
3 C -0.48
4 O -0.31
5 C -0.09
6 H 0.08



B.
The following is a quantum chemistry calculation of 2 unconnected molecules or ions with the total composition C3H10NO2, from OMol25.

```
! RIJCOSX wB97M-V def2-TZVPD def2/J DEFGRID3
* xyz -1 1
C -0.935 -0.175 1.697
N -0.343 -0.610 0.407
C 0.490 0.511 -0.127
C -0.320 1.520 -0.967
O -0.898 2.449 -0.188
H -1.802 -0.810 1.919
H -1.308 0.852 1.650
H -0.209 -0.264 2.503
H -1.145 -0.699 -0.206
H 1.367 0.032 -0.605
H 0.974 1.092 0.657
H -0.984 0.955 -1.691
H 0.388 1.971 -1.750
H 1.551 -2.051 -1.842
H 1.356 -2.181 -0.362
O 1.818 -2.592 -1.096
*
```

## Properties
Orbital gap: 6.71 eV
LUMO: 4.25 eV

Here are the Löwdin charges for atoms 1 to 6, given in e:
1 C -0.16
2 N -0.13
3 C -0.26
4 C -0.57
5 O -0.36
6 H 0.06



A ends up most stable, edging out the next structure by 55.7 kJ/mol.



A.
The following is a quantum chemistry calculation of 2 unconnected molecules or ions with the total composition C3H10NO2, from OMol25.

```
! RIJCOSX wB97M-V def2-TZVPD def2/J DEFGRID3
* xyz -1 1
C -0.738 0.333 0.652
N 0.287 0.147 -0.272
C 0.694 -0.899 -1.292
O 2.014 -0.976 -1.622
C -1.438 1.822 0.497
H -1.518 -0.488 0.696
H -0.460 0.445 1.603
H 0.650 0.960 -0.656
H 0.027 -0.615 -2.295
H 0.270 -1.833 -0.791
H -1.758 1.915 -0.665
H -0.427 2.251 0.490
H -2.052 2.033 1.305
H 0.750 -1.524 0.863
H 2.153 -1.509 0.453
O 1.547 -2.063 1.033
*
```

## Properties
Orbital gap: 6.70 eV
LUMO: 3.83 eV

Here are the Löwdin charges for atoms 1 to 6, given in e:
1 C -0.33
2 N -0.12
3 C -0.55
4 O -0.34
5 C -0.08
6 H 0.12



B.
The following is a quantum chemistry calculation of 2 unconnected molecules or ions with the total composition C3H10NO2, from OMol25.

```
! RIJCOSX wB97M-V def2-TZVPD def2/J DEFGRID3
* xyz -1 1
C 1.068 -0.705 0.273
C -0.364 -1.114 -0.113
C -1.286 0.016 -0.721
O -0.815 1.184 -0.206
N 2.159 -1.675 0.027
H 1.036 -0.467 1.339
H 1.143 0.251 -0.241
H -0.414 -1.949 -0.841
H -0.872 -1.482 0.785
H -2.382 -0.349 -0.516
H -1.228 -0.071 -1.811
H 2.205 -2.251 0.856
H 1.853 -2.219 -0.771
H -0.705 2.841 0.754
H -0.692 4.202 0.159
O -0.704 3.787 1.028
*
```

## Properties
Orbital gap: 7.15 eV
LUMO: 4.26 eV

Here are the Löwdin charges for atoms 1 to 6, given in e:
1 C -0.31
2 C -0.23
3 C -0.49
4 O -0.35
5 N -0.03
6 H 0.10



C.
The following is a quantum chemistry calculation of 2 unconnected molecules or ions with the total composition C3H10NO2, from OMol25.

```
! RIJCOSX wB97M-V def2-TZVPD def2/J DEFGRID3
* xyz -1 1
C 0.374 0.408 -0.307
O 0.294 1.441 0.607
C -0.294 -0.840 0.378
C -0.514 -2.000 -0.664
N 0.586 -1.285 1.452
H 1.433 0.226 -0.553
H -0.140 0.645 -1.272
H -1.236 -0.453 0.746
H -1.415 -2.540 -0.410
H -0.601 -1.425 -1.602
H 0.422 -2.557 -0.718
H 1.531 -0.993 1.260
H 0.307 -1.048 2.390
H -0.273 2.904 -0.941
H -0.044 3.715 0.255
O -0.430 3.801 -0.621
*
```

## Properties
Orbital gap: 7.09 eV
LUMO: 4.44 eV

Here are the Löwdin charges for atoms 1 to 6, given in e:
1 C -0.47
2 O -0.38
3 C -0.44
4 C -0.09
5 N 0.00
6 H 0.08



C ends up most stable, edging out the next structure by 11.1 kJ/mol.



A.
The following is a quantum chemistry calculation of 2 unconnected molecules or ions with the total composition C3H10NO2, from OMol25.

```
! RIJCOSX wB97M-V def2-TZVPD def2/J DEFGRID3
* xyz -1 1
C 0.613 -0.412 -1.494
N 0.063 -0.417 -0.114
C -0.928 0.633 0.114
C -0.195 1.903 0.711
O 1.086 1.627 1.002
H 0.188 -1.258 -2.038
H 1.689 -0.472 -1.421
H 0.384 0.552 -1.953
H 0.826 -0.119 0.492
H -1.688 0.243 0.803
H -1.456 0.833 -0.793
H -0.787 2.187 1.603
H -0.314 2.696 -0.074
H -0.206 -2.162 0.032
H -1.431 -3.086 0.064
O -0.475 -3.122 -0.036
*
```

## Properties
Orbital gap: 6.94 eV
LUMO: 4.13 eV

Here are the Löwdin charges for atoms 1 to 6, given in e:
1 C -0.12
2 N -0.19
3 C -0.24
4 C -0.50
5 O -0.35
6 H 0.06



B.
The following is a quantum chemistry calculation of 2 unconnected molecules or ions with the total composition C3H10NO2, from OMol25.

```
! RIJCOSX wB97M-V def2-TZVPD def2/J DEFGRID3
* xyz -1 1
C -0.678 0.679 0.902
O -0.741 1.095 -0.465
C -0.033 -0.652 1.132
C 1.317 -0.579 0.534
N -0.811 -1.679 0.399
H -0.111 1.547 1.411
H -1.751 0.898 1.298
H -0.105 -1.116 2.138
H 1.251 -0.288 -0.510
H 1.744 -1.603 0.399
H 2.023 0.055 1.041
H -0.223 -2.357 -0.072
H -1.133 -1.056 -0.369
H -0.458 1.543 -1.825
H -0.053 1.404 -3.331
O -0.237 2.108 -2.681
*
```

## Properties
Orbital gap: 7.37 eV
LUMO: 4.21 eV

Here are the Löwdin charges for atoms 1 to 6, given in e:
1 C -0.38
2 O -0.38
3 C -0.49
4 C -0.11
5 N -0.01
6 H 0.10



A ends up most stable, edging out the next structure by 11.2 kJ/mol.



A.
The following is a quantum chemistry calculation of 2 unconnected molecules or ions with the total composition C7H15NO, from OMol25.

```
! RIJCOSX wB97M-V def2-TZVPD def2/J DEFGRID3
* xyz 0 1
C 0.565 -0.102 -0.649
C 0.661 -0.882 -1.964
C 1.904 -1.708 0.834
C 1.779 -0.331 0.245
C 2.533 0.695 0.636
O -0.553 -0.504 0.101
H -2.005 -0.231 -0.276
H 0.556 0.970 -0.926
H -0.148 -0.569 -2.626
H 0.565 -1.949 -1.762
H 1.606 -0.690 -2.477
H 0.970 -2.023 1.302
H 2.081 -2.443 0.044
H 2.665 -1.752 1.613
H 2.392 1.683 0.211
H 3.362 0.559 1.320
N -1.465 1.522 1.278
C -2.523 1.608 0.531
C -3.035 0.401 -0.076
H -0.832 0.546 0.999
H -0.998 2.347 1.628
H -2.955 2.590 0.334
H -3.482 -0.287 0.642
H -3.645 0.550 -0.962
*
```

## Properties
Orbital gap: 8.74 eV
LUMO: 0.45 eV

Here are the Löwdin charges for atoms 1 to 6, given in e:
1 C -0.49
2 C -0.05
3 C -0.06
4 C -0.33
5 C 0.03
6 O -0.28



B.
The following is a quantum chemistry calculation of 2 unconnected molecules or ions with the total composition C7H15NO, from OMol25.

```
! RIJCOSX wB97M-V def2-TZVPD def2/J DEFGRID3
* xyz 0 1
C 1.836 -0.467 -0.235
C 1.482 -1.083 -1.375
C -2.125 -0.133 -0.361
C 2.131 -1.267 1.003
C -1.945 1.262 -0.943
N 1.928 0.914 -0.153
C -1.835 -0.298 1.107
C -1.459 0.652 1.973
O 1.093 -0.398 -2.495
H 0.928 0.515 -2.187
H 1.423 -2.153 -1.514
H 2.444 1.304 -0.941
H 2.351 1.221 0.722
H -3.157 -0.456 -0.541
H -1.482 -0.828 -0.913
H -1.940 -1.315 1.482
H 1.756 -0.755 1.896
H 3.212 -1.405 1.113
H 1.658 -2.255 0.972
H -2.135 1.246 -2.021
H -2.645 1.973 -0.491
H -0.927 1.635 -0.790
H -1.269 0.406 3.013
H -1.322 1.687 1.677
*
```

## Properties
SMILES: C/C(N)=C/O.C=CCC
Orbital gap: 8.52 eV
LUMO: 0.87 eV

Here are the Löwdin charges for atoms 1 to 6, given in e:
1 C -0.42
2 C -0.19
3 C -0.27
4 C -0.06
5 C -0.13
6 N 0.08



B ends up most stable, edging out the next structure by 125.4 kJ/mol.